{
  "formula": "C38H46FLuN6O5PS3",
  "method": "ωB97M-V/def2-TZVPD",
  "charge": -2,
  "total_energy_ha": -5052.0100,
  "largest_force_ev_per_a": 3.14,
  "gap_ha": [0.145, 0.224],
  "relative_energy_kcal_mol": 28.0,
  "homo_ev": [0.33, -1.82],
  "spin_multiplicity": 2,
  "symbols": ["Lu", "N", "C", "C", "O", "N", "C", "C", "O", "O", "H", "H", "H", "H", "H", "H", "N", "C", "C", "C", "C", "C", "C", "S", "N", "C", "C", "C", "C", "C", "C", "N", "H", "H", "H", "H", "H", "H", "H", "H", "H", "C", "C", "O", "P", "S", "S", "O", "C", "C", "H", "H", "H", "H", "H", "H", "H", "H", "H", "H", "C", "C", "C", "C", "C", "C", "C", "C", "C", "C", "C", "C", "N", "C", "C", "C", "C", "C", "C", "F", "H", "H", "H", "H", "H", "H", "H", "H", "H", "H", "H", "H", "H", "H", "H", "H", "H", "H", "H", "H", "H"],
  "positions_angstrom": [[14.2039, 12.4780, 11.4014], [14.6393, 12.8213, 8.8007], [14.3992, 14.2613, 8.5088], [13.4686, 14.8731, 9.5136], [12.5872, 15.6618, 9.1039], [13.6498, 14.5010, 10.8029], [12.8513, 15.2344, 11.7777], [12.4716, 14.3602, 12.9553], [12.1373, 14.8447, 14.0412], [12.6564, 13.0532, 12.7003], [15.6235, 12.6066, 8.5898], [14.1039, 12.2233, 8.1740], [14.0166, 14.3875, 7.4926], [15.3861, 14.7432, 8.5156], [11.9102, 15.5851, 11.3179], [13.3755, 16.1111, 12.1648], [15.5570, 13.6996, 15.6127], [15.9266, 15.0797, 15.7537], [16.2932, 15.6404, 17.0057], [16.7675, 16.9586, 17.0773], [16.8521, 17.7383, 15.8977], [16.4700, 17.1698, 14.6803], [16.0088, 15.8306, 14.5712], [15.9637, 15.1060, 13.0045], [15.3730, 13.5377, 13.2825], [15.3165, 13.0134, 14.4799], [15.1104, 11.5423, 14.5559], [15.3698, 10.8868, 15.7867], [15.1902, 9.5200, 15.9085], [14.7231, 8.8392, 14.7862], [14.4844, 9.5232, 13.5999], [14.6723, 10.8736, 13.4616], [15.3882, 13.1779, 16.4650], [16.2409, 14.9567, 17.8426], [17.0335, 17.3963, 18.0315], [17.2416, 18.7487, 15.9918], [16.4938, 17.7900, 13.7832], [15.8274, 11.4862, 16.5469], [15.3854, 9.0308, 16.8617], [14.5679, 7.7519, 14.7874], [14.1690, 9.0239, 12.6982], [21.8062, 13.5767, 9.7146], [20.3041, 13.3944, 9.7215], [19.9511, 12.3254, 10.6755], [18.7047, 12.5347, 11.6785], [18.6467, 10.9978, 12.8296], [17.1921, 13.1280, 10.5347], [19.1668, 13.8734, 12.5618], [20.4578, 13.7595, 13.3458], [20.1319, 13.4962, 14.7933], [22.0149, 14.4031, 9.0278], [22.3245, 12.7087, 9.2879], [22.1608, 13.8355, 10.7176], [19.9032, 13.0751, 8.7515], [19.8278, 14.3275, 10.0572], [21.0137, 14.6976, 13.1874], [21.0509, 12.9433, 12.9063], [19.5095, 14.2929, 15.2345], [21.1026, 13.4574, 15.3439], [19.6342, 12.5228, 14.8754], [10.9097, 10.1450, 7.1030], [11.3018, 11.3720, 7.9622], [11.2043, 12.5940, 7.0556], [10.5345, 11.5084, 9.2518], [9.2368, 11.9751, 9.1918], [8.4610, 12.1438, 10.2987], [8.9743, 11.9022, 11.5524], [10.2541, 11.4077, 11.7125], [10.7388, 10.9917, 13.0767], [9.9085, 11.5276, 14.2393], [10.7998, 9.4587, 13.1994], [11.1090, 11.2963, 10.5475], [12.4539, 10.9798, 10.6816], [12.9828, 9.7706, 10.2233], [12.2313, 8.6104, 9.9914], [12.8474, 7.4398, 9.5375], [14.1905, 7.4710, 9.1585], [15.0175, 8.5717, 9.4519], [14.3769, 9.6805, 10.0104], [15.2199, 10.6775, 10.5472], [11.5462, 10.0553, 6.1875], [9.8169, 10.2211, 6.7883], [11.0728, 9.2277, 7.6787], [12.3504, 11.2288, 8.1923], [10.2787, 12.6072, 6.4438], [12.0660, 12.6375, 6.3669], [11.2381, 13.5512, 7.6074], [8.8314, 12.2374, 8.2141], [7.4018, 12.4248, 10.1748], [8.3232, 12.0096, 12.4474], [11.7248, 11.5147, 13.2067], [9.0027, 10.8909, 14.3971], [9.6486, 12.5885, 14.1347], [10.4651, 11.4710, 15.1815], [9.9154, 8.9961, 12.7318], [10.8159, 9.1533, 14.2571], [11.6703, 9.0133, 12.7171], [11.1630, 8.6977, 10.1425], [12.2827, 6.5229, 9.4193], [14.6520, 6.6320, 8.6492], [16.0748, 8.6276, 9.2525]],
  "lowdin_charge": [1.5933, -0.0618, -0.1833, -0.5542, -0.0434, -0.1336, -0.1795, -0.5743, 0.0103, -0.2842, 0.0143, 0.0599, 0.1036, 0.1057, 0.1222, 0.0989, 0.1073, -0.2046, -0.0449, -0.1296, -0.1285, -0.1204, -0.4560, 0.9514, -0.3685, -0.3843, -0.2379, -0.0520, -0.1210, -0.1273, -0.1312, 0.0267, 0.1132, 0.0937, 0.0767, 0.0813, 0.0960, 0.0806, 0.0859, 0.0840, 0.0884, -0.0922, -0.3068, -0.4102, -0.2226, 0.2406, 0.2827, -0.4032, -0.2868, -0.1154, 0.0673, 0.0720, 0.0679, 0.1050, 0.0902, 0.1055, 0.0880, 0.0781, 0.0750, 0.0237, -0.0676, -0.3815, -0.0881, -0.1331, -0.0813, -0.1168, -0.0574, -0.1279, -0.3784, -0.1006, -0.0618, -0.1756, -0.0329, -0.2734, -0.0547, -0.1061, -0.1325, -0.0132, -0.1949, -0.1402, 0.0806, 0.0906, 0.0520, 0.0921, 0.0728, 0.0736, 0.0840, 0.1051, 0.0969, 0.1080, 0.1053, 0.0777, 0.0787, 0.0773, 0.0783, 0.0722, 0.0454, 0.1120, 0.0905, 0.0803, 0.1126]
}

=====

{
  "formula": "CH2Cl2FP",
  "method": "ωB97M-V/def2-TZVPD",
  "total_energy_ha": -1400.8445,
  "largest_force_ev_per_a": 3.94,
  "gap_ha": [0.304, 0.291],
  "relative_energy_kcal_mol": 45.3,
  "homo_ev": [-8.54, -9.00],
  "symbols": ["C", "F", "P", "Cl", "Cl", "H", "H"],
  "positions_angstrom": [[-1.2712, -0.1140, 0.0498], [-1.0474, -1.0253, -0.9108], [1.4293, 0.3534, 0.9106], [2.2687, -1.3497, 0.0374], [1.9831, 1.7663, -0.5504], [-1.5262, 0.8314, -0.3359], [-1.8362, -0.4622, 0.7992]],
  "lowdin_charge": [-0.0945, -0.0721, 0.1254, 0.0058, -0.0196, 0.0426, 0.0124]
}

=====

{
  "formula": "C26H32FN3O3Pm",
  "method": "ωB97M-V/def2-TZVPD",
  "charge": 3,
  "total_energy_ha": -2107.3405,
  "largest_force_ev_per_a": 2.80,
  "gap_ha": [0.264, 0.275],
  "homo_ev": [-16.18, -16.18],
  "spin_multiplicity": 5,
  "symbols": ["Pm", "C", "C", "C", "C", "C", "C", "C", "C", "C", "C", "H", "H", "H", "H", "H", "H", "H", "H", "H", "H", "H", "H", "H", "H", "C", "C", "N", "C", "C", "C", "O", "O", "C", "O", "C", "C", "C", "F", "C", "C", "C", "N", "C", "C", "N", "C", "C", "H", "H", "H", "H", "H", "H", "H", "H", "H", "H", "H", "H", "H", "H", "H", "H", "H", "H"],
  "positions_angstrom": [[10.4389, 19.0753, 6.6520], [11.5078, 21.2442, 11.2982], [10.5764, 20.4096, 10.3691], [9.1254, 20.9865, 10.3530], [11.2783, 20.4095, 9.0282], [11.1257, 21.3936, 8.0603], [11.9511, 21.4191, 6.9068], [12.8897, 20.3930, 6.6396], [13.6683, 20.3222, 5.3505], [13.0455, 19.3536, 7.5906], [12.2238, 19.3678, 8.7647], [11.1092, 21.3327, 12.3084], [11.6085, 22.2799, 10.9126], [12.5085, 20.8730, 11.3106], [10.5793, 19.3674, 10.7260], [9.1621, 22.0739, 10.1586], [8.6673, 20.8223, 11.3130], [8.5385, 20.5112, 9.5521], [10.3432, 22.1458, 8.1360], [11.7534, 22.1102, 6.0928], [13.6875, 19.3089, 4.9537], [14.7042, 20.6684, 5.5282], [13.2414, 21.0135, 4.5604], [13.7227, 18.5094, 7.3997], [12.3006, 18.6031, 9.4876], [5.9765, 12.7077, 4.9216], [6.0642, 13.3795, 6.2362], [7.2718, 14.2707, 6.4450], [7.1047, 15.6451, 6.4713], [8.0902, 16.6016, 6.6022], [8.0272, 18.1026, 6.5336], [8.2651, 18.6428, 5.4127], [8.2985, 18.7042, 7.6728], [9.4273, 16.0544, 6.7988], [10.4404, 16.8371, 6.6596], [9.6422, 14.6314, 6.9391], [10.9375, 14.0723, 7.1924], [11.0989, 12.6867, 7.0718], [12.3519, 12.1664, 6.9735], [10.0257, 11.7805, 6.7550], [8.7468, 12.3362, 6.6848], [8.5657, 13.7440, 6.7011], [10.3312, 10.4519, 6.4917], [9.5966, 9.7285, 5.4625], [10.3189, 8.5382, 4.8228], [11.0757, 7.7475, 5.8127], [11.9704, 8.5988, 6.6463], [11.0906, 9.6068, 7.4324], [5.2483, 11.8997, 4.9722], [6.9269, 12.3236, 4.4860], [5.5562, 13.4287, 4.1887], [6.0378, 12.6895, 7.0750], [5.1713, 14.0259, 6.3925], [6.0656, 15.9189, 6.3298], [11.8118, 14.7369, 7.3006], [7.9060, 11.6247, 6.6181], [9.3314, 10.4290, 4.6392], [8.5941, 9.3710, 5.8349], [11.0270, 8.9242, 4.0764], [9.6473, 7.9131, 4.2355], [11.6423, 6.9949, 5.3557], [10.4223, 7.2253, 6.4341], [12.6684, 9.1034, 5.9044], [12.5069, 7.9202, 7.3248], [11.7443, 10.2604, 8.0600], [10.3223, 9.0723, 8.0390]],
  "lowdin_charge": [2.1079, -0.0250, -0.3455, -0.0296, -0.2699, -0.0621, -0.0550, -0.3521, -0.0197, -0.0585, -0.0475, 0.0999, 0.1053, 0.0750, 0.1434, 0.0954, 0.0894, 0.0677, 0.1447, 0.1401, 0.0884, 0.1208, 0.1183, 0.1485, 0.1235, -0.0749, -0.1818, 0.0124, 0.0789, -0.0292, -0.5750, -0.0224, -0.1106, -0.2468, -0.1924, -0.0548, 0.1075, -0.1480, 0.0722, -0.1464, 0.0711, -0.0898, -0.0999, -0.1327, -0.0984, 0.0362, -0.0759, -0.0893, 0.0959, 0.0854, 0.1011, 0.1236, 0.1403, 0.1538, 0.1437, 0.1284, 0.1491, 0.1417, 0.1478, 0.1484, 0.2120, 0.2025, 0.1700, 0.1487, 0.1468, 0.1473]
}

=====

{
  "formula": "C8H7NO3",
  "method": "ωB97M-V/def2-TZVPD",
  "total_energy_ha": -589.3520,
  "smiles": "C#CC(=O)C#N.O=C/C=C\\CO",
  "largest_force_ev_per_a": 3.34,
  "gap_ha": 0.318,
  "relative_energy_kcal_mol": 104.3,
  "homo_ev": -9.81,
  "symbols": ["C", "C", "C", "O", "C", "N", "H", "O", "C", "C", "C", "C", "O", "H", "H", "H", "H", "H", "H"],
  "positions_angstrom": [[3.9123, 1.8688, -1.2074], [3.9031, 1.1952, -0.2323], [3.7622, 0.1582, 0.7069], [4.2802, -0.0821, 1.7811], [2.9129, -0.9999, 0.1921], [2.5232, -2.0599, -0.0236], [3.8979, 2.5249, -2.0507], [-0.2431, -0.3715, -1.0055], [-0.7494, -1.4199, -0.6636], [-2.0658, -1.5342, 0.0139], [-2.6924, -0.4759, 0.5378], [-2.3036, 0.9705, 0.3266], [-3.3199, 1.8738, 0.7187], [-0.2527, -2.3996, -0.8503], [-2.4475, -2.5457, 0.1330], [-3.5704, -0.6213, 1.1762], [-1.4332, 1.2089, 0.9410], [-1.9985, 1.1118, -0.7326], [-4.1152, 1.5982, 0.2388]],
  "lowdin_charge": [0.1990, -0.0407, -0.3953, 0.1358, -0.1038, 0.1828, 0.0591, 0.0145, -0.2698, -0.0685, -0.0439, -0.2645, -0.0686, 0.1072, 0.0980, 0.1175, 0.1304, 0.1232, 0.0877]
}

=====

What did the fourth record say?
{
  "formula": "C8H7NO3",
  "method": "ωB97M-V/def2-TZVPD",
  "total_energy_ha": -589.3520,
  "smiles": "C#CC(=O)C#N.O=C/C=C\\CO",
  "largest_force_ev_per_a": 3.34,
  "gap_ha": 0.318,
  "relative_energy_kcal_mol": 104.3,
  "homo_ev": -9.81,
  "symbols": ["C", "C", "C", "O", "C", "N", "H", "O", "C", "C", "C", "C", "O", "H", "H", "H", "H", "H", "H"],
  "positions_angstrom": [[3.9123, 1.8688, -1.2074], [3.9031, 1.1952, -0.2323], [3.7622, 0.1582, 0.7069], [4.2802, -0.0821, 1.7811], [2.9129, -0.9999, 0.1921], [2.5232, -2.0599, -0.0236], [3.8979, 2.5249, -2.0507], [-0.2431, -0.3715, -1.0055], [-0.7494, -1.4199, -0.6636], [-2.0658, -1.5342, 0.0139], [-2.6924, -0.4759, 0.5378], [-2.3036, 0.9705, 0.3266], [-3.3199, 1.8738, 0.7187], [-0.2527, -2.3996, -0.8503], [-2.4475, -2.5457, 0.1330], [-3.5704, -0.6213, 1.1762], [-1.4332, 1.2089, 0.9410], [-1.9985, 1.1118, -0.7326], [-4.1152, 1.5982, 0.2388]],
  "lowdin_charge": [0.1990, -0.0407, -0.3953, 0.1358, -0.1038, 0.1828, 0.0591, 0.0145, -0.2698, -0.0685, -0.0439, -0.2645, -0.0686, 0.1072, 0.0980, 0.1175, 0.1304, 0.1232, 0.0877]
}